Computed, not measured: a structure of composition C11H13LuN2O6 at a distorted geometry, with ωB97M-V/def2-TZVPD.

The calculation puts the total energy at -60480.253 eV. As for the total charge: +2. As for the HOMO energy (alpha / beta): -14.84 / -15.19 eV. For the frontier orbital gap (alpha / beta), the calculation gives 5.9860 / 6.2772 eV. The calculation puts the energy above the lowest of the compared OMol25 structures with the same formula, charge and spin at 164.1 kcal per mole. The strongest force on any atom comes out at 7.583 eV Å⁻¹.

Each line ends with the natural charge from an NBO analysis.
Positions of all 33 atoms, in Å:
O -0.46 3.22 -5.44  -0.330
C -0.27 2.37 -4.59  0.191
Lu 1.82 1.99 -0.05  2.125
O 1.36 -0.61 -3.22  -0.345
C 0.96 0.41 -3.62  0.471
C -0.45 2.53 -3.21  0.622
O -0.40 2.96 -2.10  -0.487
C -0.08 0.92 -4.56  0.287
O -0.95 0.11 -4.93  -0.338
C 2.97 0.56 -1.10  0.203
O 3.67 0.00 -1.89  -0.317
H 3.56 1.82 -0.30  -0.340
C 1.21 0.86 2.69  -0.417
N 0.13 -0.06 2.34  -0.391
C -0.27 -1.09 3.29  -0.212
C -1.61 -1.61 2.87  -0.436
C -1.58 -2.06 1.44  -0.216
N -1.11 -0.97 0.60  -0.357
C -1.32 -1.05 -0.83  -0.419
C -0.25 -0.09 1.07  0.816
O 0.27 0.77 0.23  -0.885
H 0.93 1.92 2.54  0.197
H 2.16 0.66 2.15  0.174
H 1.44 0.77 3.75  0.292
H 0.48 -1.90 3.30  0.220
H -0.28 -0.64 4.28  0.240
H -2.35 -0.82 2.98  0.231
H -1.91 -2.43 3.51  0.269
H -2.57 -2.36 1.07  0.248
H -0.91 -2.94 1.34  0.220
H -0.44 -1.38 -1.38  0.217
H -2.13 -1.77 -1.02  0.248
H -1.63 -0.09 -1.25  0.221



Computed, not measured: a structure of composition C30H53As3BGeN5O2SSc, with ωB97M-V/def2-TZVPD.

The calculation puts the total energy at -314765.423 eV. As for the total charge: -1. As for the HOMO energy: -4.53 eV. For the frontier orbital gap, the calculation gives 6.7418 eV. The calculation puts the energy above the lowest of the compared OMol25 structures with the same formula, charge and spin at 0.0 kcal per mole. The strongest force on any atom comes out at 0.436 eV Å⁻¹.

Each line ends with the natural charge from an NBO analysis.
Positions of all 97 atoms, in Å:
Sc -0.57 0.17 0.10  1.629
C 2.77 0.50 3.60  -0.968
As 2.24 0.34 1.72  0.983
C 2.46 2.24 1.33  -0.943
C 3.95 -0.21 0.92  -0.738
C 4.27 -1.72 0.85  -0.047
C 3.93 -2.41 2.18  -0.619
C 3.53 -2.42 -0.31  -0.734
As 1.56 -2.56 -0.31  1.013
C 1.35 -4.21 0.75  -0.970
C 1.53 -3.48 -2.04  -0.957
C 5.79 -1.90 0.66  -0.712
As 6.85 -1.39 -0.93  0.851
C 6.43 -2.85 -2.17  -0.954
C 5.82 0.00 -1.85  -0.964
H 3.77 0.93 3.68  0.207
H 2.75 -0.46 4.11  0.218
H 2.05 1.17 4.09  0.227
H 3.46 2.58 1.59  0.203
H 1.72 2.80 1.90  0.241
H 2.27 2.42 0.27  0.245
H 4.73 0.30 1.49  0.202
H 3.93 0.21 -0.08  0.256
H 2.87 -2.30 2.43  0.211
H 4.51 -1.97 3.00  0.205
H 4.15 -3.48 2.14  0.204
H 3.91 -3.45 -0.41  0.199
H 3.74 -1.88 -1.23  0.247
H 2.13 -4.93 0.49  0.205
H 0.37 -4.63 0.51  0.225
H 1.39 -4.00 1.82  0.214
H 2.24 -4.31 -2.03  0.202
H 1.79 -2.77 -2.82  0.241
H 0.52 -3.86 -2.23  0.230
H 6.04 -2.96 0.76  0.211
H 6.30 -1.40 1.48  0.213
H 6.59 -3.81 -1.67  0.216
H 7.10 -2.79 -3.02  0.218
H 5.40 -2.81 -2.53  0.223
H 5.77 0.90 -1.23  0.226
H 4.81 -0.31 -2.12  0.259
H 6.38 0.25 -2.76  0.219
B -2.94 -2.58 -0.55  0.204
N -2.12 -2.26 -1.82  -0.298
C -2.28 -2.77 -3.05  -0.023
C -1.38 -2.15 -3.91  -0.362
C -0.72 -1.23 -3.08  -0.016
N -1.16 -1.30 -1.83  -0.359
N -3.63 -1.24 -0.13  -0.291
C -4.93 -0.94 -0.09  -0.020
C -5.07 0.42 0.15  -0.364
C -3.76 0.88 0.23  -0.011
N -2.90 -0.12 0.07  -0.389
H -3.80 -3.39 -0.82  -0.057
H -2.20 -2.97 0.33  -0.068
H -3.01 -3.54 -3.23  0.213
H -1.24 -2.32 -4.96  0.220
H 0.05 -0.53 -3.36  0.222
H -5.67 -1.71 -0.25  0.211
H -5.98 0.99 0.22  0.219
H -3.39 1.88 0.37  0.238
O 2.66 0.05 -2.41  -0.696
C 1.68 0.71 -2.07  0.795
O 1.10 0.54 -0.92  -0.881
C 1.12 1.78 -2.95  -0.171
C 1.85 2.05 -4.11  -0.169
C 1.46 3.01 -5.01  -0.274
C 0.30 3.73 -4.75  -0.198
C -0.44 3.48 -3.62  -0.234
C -0.06 2.50 -2.67  -0.108
S -1.15 2.34 -1.30  -0.358
H 2.75 1.46 -4.27  0.228
H 2.05 3.20 -5.91  0.200
H -0.04 4.50 -5.45  0.199
H -1.35 4.04 -3.42  0.215
C -2.06 -3.26 3.29  -0.719
C -1.21 -2.36 2.53  0.402
N -0.57 -1.64 1.91  -0.373
H -2.59 -3.92 2.60  0.270
H -2.79 -2.68 3.86  0.258
H -1.46 -3.86 3.98  0.249
C -3.24 3.65 2.08  -1.102
Ge -1.53 2.95 2.74  1.652
C -0.22 4.35 2.34  -1.099
C -1.73 3.00 4.70  -1.095
C -1.04 1.18 2.18  -1.499
H -3.51 4.53 2.68  0.217
H -4.04 2.91 2.17  0.221
H -3.17 3.96 1.03  0.233
H -0.62 5.32 2.67  0.215
H -0.02 4.40 1.27  0.245
H 0.72 4.18 2.87  0.211
H -2.02 3.99 5.05  0.211
H -0.78 2.73 5.19  0.215
H -2.49 2.28 5.03  0.215
H -1.89 0.57 2.52  0.213
H -0.23 0.93 2.87  0.207



Computed, not measured: an isolated molecule of C3H3N5 at a distorted geometry, with ωB97M-V/def2-TZVPD.

The calculation puts the total energy at -10603.770 eV. As for the total charge: 0. The SMILES is N=c1nnccnn1. As for the HOMO energy: -9.34 eV. For the frontier orbital gap, the calculation gives 8.1445 eV. The calculation puts the energy above the lowest of the compared OMol25 structures with the same formula, charge and spin at 117.5 kcal per mole. The strongest force on any atom comes out at 6.569 eV Å⁻¹.

Each line ends with the natural charge from an NBO analysis.
Positions of all 11 atoms, in Å:
N 1.64 0.63 1.05  -0.632
C 0.89 0.96 0.08  0.448
N -0.30 1.57 0.26  -0.165
N -1.36 0.92 0.27  -0.163
C -1.49 -0.42 0.24  -0.051
C -0.28 -1.05 -0.26  -0.072
N 0.38 -0.52 -1.36  -0.091
N 1.01 0.53 -1.42  -0.069
H 2.41 0.12 0.81  0.348
H -2.48 -0.74 0.67  0.253
H -0.41 -2.00 -0.34  0.195



Question: The highest energy above the lowest of the compared OMol25 structures with the same formula, charge and spin belongs to which entry?
Answer: C11H13LuN2O6